# C5H14

A 2-piece molecular cluster, C5H14 overall (ωB97M-V/def2-TZVPD, OMol25).

Calculated values
⟨S²⟩: 0.7532
Gap between HOMO and LUMO (alpha / beta) (Eh): 0.4386 / 0.1732
E_LUMO (alpha / beta) (Ha): -0.112 / -0.377
Highest occupied orbital energy (alpha / beta) (hartree): -0.550 / -0.550
Charge: +1
Multiplicity: 2

Element x y z (Å)
C  0.003  0.889  -3.092
C  0.345  0.317  -1.713
H  -1.055  0.805  -3.333
H  0.210  1.955  -3.179
H  0.620  0.435  -3.860
H  0.251  1.040  -0.901
H  -0.395  -0.445  -1.415
H  1.304  -0.195  -1.753
C  0.522  -0.633  1.668
C  -0.608  -1.555  1.475
C  -0.099  0.856  2.070
H  1.044  -0.793  2.631
H  1.235  -0.630  0.848
H  -0.718  -1.824  0.422
H  0.299  1.344  1.172
H  -1.186  0.925  2.102
H  0.351  1.216  2.983
H  -0.527  -2.501  2.073
H  -1.597  -1.206  1.802